# 1
{"formula": "C10H17N2", "method": "ωB97M-V/def2-TZVPD", "de_lowest_kj_mol": 204.0, "charge": 1, "total_energy_ev": -13616.3277, "species": ["C", "C", "C", "C", "C", "C", "C", "C", "C", "C", "N", "N", "H", "H", "H", "H", "H", "H", "H", "H", "H", "H", "H", "H", "H", "H", "H", "H", "H"], "xyz": [[-3.649, 0.115, 0.315], [-3.096, 0.981, -0.535], [-2.928, -0.956, 0.843], [-1.699, 0.851, -0.919], [-1.549, -1.076, 0.570], [-0.960, -0.173, -0.295], [1.531, -0.468, 1.373], [1.052, 1.687, 0.595], [2.916, 0.224, -0.352], [0.491, -0.163, -0.739], [1.093, -1.803, -1.370], [1.518, 0.332, 0.151], [-4.666, 0.119, 0.573], [-3.654, 1.752, -1.085], [-3.465, -1.684, 1.574], [-1.124, 1.234, -1.828], [-0.925, -1.883, 1.045], [1.546, -1.585, 1.143], [2.512, -0.085, 1.859], [0.506, -0.335, 1.760], [0.261, 2.018, -0.057], [0.714, 1.722, 1.701], [1.815, 2.479, 0.351], [3.187, -0.836, -0.309], [3.036, 0.498, -1.466], [3.542, 0.884, 0.224], [0.593, 0.360, -1.733], [0.938, -1.593, -2.352], [0.464, -2.616, -1.040]]}

***

# 2
{"formula": "C10H17N2O5S", "method": "ωB97M-V/def2-TZVPD", "charge": 1, "total_energy_ev": -34682.3804, "species": ["O", "C", "O", "C", "C", "N", "C", "C", "N", "O", "C", "H", "H", "H", "H", "H", "H", "H", "H", "H", "C", "C", "C", "S", "O", "O", "C", "H", "H", "H", "H", "H", "H", "H", "H"], "xyz": [[7.161, 0.428, -0.583], [6.249, 1.391, -0.741], [5.291, 1.862, 0.276], [4.514, 3.036, -0.242], [3.509, 2.661, -1.482], [2.062, 2.452, -1.095], [1.022, 3.532, -1.450], [-0.461, 2.968, -0.928], [-0.087, 1.599, -0.327], [-1.075, 0.827, 0.169], [1.392, 1.252, -0.407], [6.186, 1.902, -1.812], [4.013, 3.648, 0.632], [5.345, 3.761, -0.697], [3.840, 1.713, -2.111], [3.530, 3.588, -2.224], [1.226, 4.562, -2.018], [-1.519, 3.477, -1.000], [-1.307, 0.156, -0.565], [1.900, 0.260, -0.035], [-4.053, -1.857, 1.379], [-4.795, -3.186, 1.251], [-3.911, -4.128, 0.436], [-2.227, -3.607, 0.723], [-1.681, -3.106, -0.521], [-1.547, -4.607, 1.522], [-2.626, -2.216, 1.764], [-4.517, -1.203, 2.123], [-4.062, -1.334, 0.415], [-4.962, -3.609, 2.250], [-5.775, -3.059, 0.781], [-4.029, -5.167, 0.754], [-4.115, -4.041, -0.635], [-1.917, -1.405, 1.592], [-2.571, -2.550, 2.804]]}

***

# 3
{"formula": "C10H17N3O2", "method": "ωB97M-V/def2-TZVPD", "de_lowest_kj_mol": 862.6, "charge": 0, "smiles": "[H]/N=C\\C[C@@H]1C(=O)NC[C@H]1CC(=O)N(C)C", "total_energy_ev": -19203.0936, "species": ["H", "N", "C", "C", "C", "C", "O", "N", "C", "C", "C", "C", "O", "N", "C", "C", "H", "H", "H", "H", "H", "H", "H", "H", "H", "H", "H", "H", "H", "H", "H", "H"], "xyz": [[1.407, 4.989, 0.785], [1.104, 4.715, 1.766], [0.434, 3.488, 1.720], [0.222, 2.706, 0.294], [0.697, 1.110, 0.329], [2.365, 1.211, 0.267], [3.174, 2.220, 0.603], [2.768, -0.150, -0.337], [1.734, -0.736, -1.321], [0.511, 0.338, -1.135], [-1.000, -0.020, -1.658], [-1.714, -1.294, -0.914], [-2.604, -1.999, -1.666], [-1.482, -1.756, 0.509], [-2.730, -2.430, 1.094], [-0.481, -2.925, 0.399], [0.028, 3.103, 2.760], [0.867, 3.204, -0.555], [-0.941, 2.756, 0.041], [0.377, 0.517, 1.295], [2.913, -0.700, 0.542], [1.539, -1.886, -1.220], [1.997, -0.618, -2.476], [0.847, 1.211, -1.872], [-1.686, 0.917, -1.487], [-0.911, -0.227, -2.828], [-2.423, -2.834, 2.174], [-3.623, -1.694, 1.270], [-3.043, -3.408, 0.487], [-0.892, -3.917, 0.883], [0.552, -2.573, 0.872], [-0.351, -3.124, -0.767]]}

***

# 4
{"formula": "C10H17N3S", "method": "ωB97M-V/def2-TZVPD", "de_lowest_kj_mol": 0.0, "charge": 2, "total_energy_ev": -25933.3608, "species": ["C", "C", "C", "C", "C", "C", "C", "C", "C", "C", "N", "N", "N", "S", "H", "H", "H", "H", "H", "H", "H", "H", "H", "H", "H", "H", "H", "H", "H", "H", "H"], "xyz": [[-0.154, 0.920, 3.443], [-1.259, 0.668, 2.763], [-1.632, -1.490, -1.792], [-1.747, -0.264, -2.267], [0.966, 0.763, -3.664], [1.200, 0.986, 2.806], [-0.489, -1.747, -0.861], [-1.255, 0.388, 1.285], [1.083, 1.047, 1.286], [0.230, -0.414, -0.583], [0.726, 1.934, -4.114], [1.615, -0.225, -3.689], [0.116, -0.005, 0.848], [-0.494, 0.853, -1.707], [-0.193, 1.090, 4.507], [-2.227, 0.649, 3.234], [-2.313, -2.286, -2.038], [-2.493, 0.127, -2.933], [1.727, 1.867, 3.169], [1.794, 0.121, 3.116], [-0.858, -2.205, 0.060], [0.195, -2.474, -1.307], [-1.958, -0.416, 1.058], [-1.566, 1.279, 0.729], [0.704, 2.020, 0.968], [2.053, 0.870, 0.818], [0.189, 2.635, -3.620], [1.132, 2.208, -5.007], [1.299, -0.471, -0.812], [1.659, -1.219, -3.698], [0.356, -0.831, 1.413]]}

***

# 5
{"formula": "C10H17N3S", "method": "ωB97M-V/def2-TZVPD", "de_lowest_kj_mol": 138.3, "charge": 2, "total_energy_ev": -25931.9278, "species": ["C", "C", "C", "C", "C", "C", "C", "C", "C", "C", "N", "N", "N", "S", "H", "H", "H", "H", "H", "H", "H", "H", "H", "H", "H", "H", "H", "H", "H", "H", "H"], "xyz": [[0.212, -3.624, 1.176], [0.100, -3.387, -0.084], [0.593, 0.703, -2.397], [-0.715, 0.730, -2.291], [-0.892, 4.545, 0.356], [0.190, -2.666, 2.300], [1.393, 0.783, -1.144], [0.002, -1.986, -0.626], [-0.283, -1.289, 1.687], [0.394, 0.447, -0.002], [-1.786, 4.365, -0.519], [-0.105, 4.735, 1.172], [0.453, -1.024, 0.418], [-1.305, 0.807, -0.682], [0.352, -4.726, 1.450], [0.191, -4.154, -0.751], [1.217, 0.529, -3.280], [-1.399, 0.688, -3.088], [-0.490, -2.875, 3.225], [1.125, -2.558, 2.790], [2.278, 0.070, -1.181], [1.946, 1.849, -1.011], [0.427, -2.031, -1.635], [-0.945, -1.645, -0.821], [-1.330, -1.341, 1.387], [-0.020, -0.428, 2.424], [-2.163, 5.284, -0.982], [-1.801, 3.386, -0.967], [0.299, 1.068, 0.941], [0.676, 5.159, 1.521], [1.387, -1.413, 0.615]]}

***

# 6
{"formula": "C10H17NO3", "method": "ωB97M-V/def2-TZVPD", "de_lowest_kj_mol": 672.9, "charge": 0, "total_energy_ev": -18273.0489, "species": ["C", "C", "C", "C", "C", "C", "C", "C", "C", "C", "N", "O", "O", "O", "H", "H", "H", "H", "H", "H", "H", "H", "H", "H", "H", "H", "H", "H", "H", "H", "H"], "xyz": [[-0.831, -1.487, -2.452], [0.014, 0.898, -0.359], [0.298, -2.191, -1.663], [1.165, -1.147, -0.903], [0.367, -0.363, 0.069], [2.455, -1.850, -0.384], [-1.409, -1.058, 1.677], [-0.036, 3.746, 1.696], [0.113, -0.973, 1.428], [-0.814, 3.092, 0.558], [-1.718, -0.738, -1.934], [-2.655, -0.045, -2.275], [0.146, 1.344, -1.493], [-0.557, 1.636, 0.607], [-0.908, -1.555, -3.580], [-0.122, -3.030, -1.056], [0.846, -2.726, -2.554], [1.416, -0.330, -1.637], [3.198, -2.032, -1.262], [2.064, -2.898, -0.014], [2.896, -1.145, 0.294], [-1.788, -0.058, 1.827], [-1.541, -1.547, 2.647], [-1.776, -1.586, 0.822], [0.891, 4.274, 1.415], [-0.553, 4.472, 2.250], [0.278, 2.876, 2.321], [0.585, -2.037, 1.468], [0.485, -0.182, 2.200], [-0.571, 3.480, -0.416], [-1.936, 3.163, 0.702]]}